The following is a DFT calculation (wB97M-V/def2-TZVPD) of an isolated molecule of C4H10N2O in a non-equilibrium geometry.

```
17
C4H10N2O (wB97M-V/def2-TZVPD)
O -0.0378 -2.0800 -0.2630
N -1.4881 -0.2987 -0.2269
N 2.1865 -0.6632 0.0973
C 0.9088 0.1050 0.1184
C -1.7832 0.4764 -1.4452
C -0.2116 -0.8923 -0.1575
C 0.6656 0.7693 1.4872
H 1.9379 -1.6339 0.2694
H -0.0992 1.5303 1.3434
H 0.3045 0.0367 2.2050
H -2.7889 0.8756 -1.3465
H -1.7496 -0.1717 -2.3279
H 2.7588 -0.3792 0.8829
H -1.0769 1.2742 -1.6093
H -2.1084 -1.0551 -0.1991
H 1.0057 0.8605 -0.6607
H 1.5760 1.2461 1.8325
```

Values from the calculation:
energy above the lowest of the compared OMol25 structures with the same formula, charge and spin: 28.0 kcal per mole
SMILES: CNC(=O)[C@@H](C)N
E_LUMO: 0.965 eV
calculated total energy: -343.15682 hartree
HOMO level: -9.354 eV
max |F|: 0.0380 Eh/bohr
orbital gap: 0.3792 Eh